{"formula": "C20H40Br2NiO10S4", "method": "the ωB97M-V functional and the def2-TZVPD basis", "symbols": ["Ni", "O", "C", "C", "O", "H", "H", "H", "H", "C", "C", "C", "S", "O", "O", "C", "H", "H", "H", "H", "H", "H", "H", "H", "C", "C", "C", "S", "O", "O", "C", "H", "H", "H", "H", "H", "H", "H", "H", "C", "C", "C", "S", "O", "O", "C", "H", "H", "H", "H", "H", "H", "H", "H", "C", "C", "C", "S", "O", "O", "C", "H", "H", "H", "H", "H", "H", "H", "H", "Br", "C", "C", "Br", "H", "H", "H", "H"], "coordinates": [[0.969511, 1.544448, 0.587990], [-0.711526, 1.770403, 1.721274], [-1.167386, 0.492482, 1.999991], [-0.690131, -0.621148, 1.020664], [0.512319, -0.433821, 0.334347], [-2.236890, 0.315784, 2.191725], [-0.711885, 0.233543, 2.983570], [-1.497694, -0.677514, 0.247123], [-0.744503, -1.661132, 1.380190], [3.780607, -0.804090, -3.408247], [4.823805, -0.929371, -2.271763], [5.063148, 0.424677, -1.618103], [3.431235, 1.259552, -1.733163], [3.511627, 2.517393, -2.439788], [2.767214, 1.225772, -0.442011], [2.614069, 0.066391, -2.911898], [3.321600, -1.745094, -3.708346], [4.319925, -0.408760, -4.271091], [5.730238, -1.472107, -2.532860], [4.320449, -1.610523, -1.575387], [5.760898, 1.071567, -2.146225], [5.386722, 0.269114, -0.591536], [2.204022, 0.799614, -3.595832], [1.926141, -0.398456, -2.204271], [-3.110015, 3.993056, -2.020594], [-2.131605, 3.686738, -3.146919], [-0.788127, 4.263897, -2.789284], [-0.691033, 3.958469, -1.002176], [-0.529661, 5.269970, -0.411122], [0.223054, 2.843753, -0.797498], [-2.431922, 3.426728, -0.759132], [-4.042853, 3.439149, -2.128208], [-3.253654, 5.072246, -1.983851], [-2.541295, 4.092251, -4.076852], [-2.114338, 2.604606, -3.296992], [-0.633986, 5.312069, -3.020657], [-0.066742, 3.639057, -3.318286], [-2.678150, 3.802498, 0.228535], [-2.194388, 2.359835, -0.767562], [-4.225999, -0.966565, -2.220692], [-3.459276, -2.177224, -1.687802], [-2.070604, -2.247881, -2.425038], [-1.767530, -0.632235, -3.237334], [-1.948032, -0.777446, -4.661082], [-0.602539, 0.009793, -2.647676], [-3.272858, 0.155377, -2.531155], [-5.012587, -0.694832, -1.514356], [-4.774429, -1.169408, -3.148081], [-3.896431, -3.150350, -1.911876], [-3.211942, -2.180009, -0.629917], [-1.913818, -3.008359, -3.190536], [-1.330767, -2.511514, -1.667859], [-3.679613, 0.949926, -3.150235], [-3.015383, 0.558438, -1.546333], [1.631673, -1.294280, 5.307186], [2.567184, -0.285319, 5.985128], [2.676422, 0.905792, 5.068262], [2.860674, 0.206134, 3.376915], [4.243826, -0.139284, 3.120871], [2.053054, 0.914625, 2.406132], [2.005201, -1.340647, 3.835019], [0.616486, -0.917529, 5.458846], [1.664268, -2.286469, 5.754461], [3.515935, -0.805214, 6.152972], [2.153595, -0.082532, 6.973811], [3.468934, 1.635769, 5.206939], [1.693153, 1.384005, 5.051793], [2.591189, -2.176527, 3.458388], [1.075123, -1.386665, 3.260433], [-4.256884, -4.050328, 2.774553], [-2.596926, -4.245869, 1.718981], [-1.514602, -4.696151, 2.718688], [0.265717, -4.193118, 2.048064], [-2.276687, -3.322940, 1.243412], [-2.749675, -5.000314, 0.954059], [-1.563611, -5.767197, 2.891473], [-1.641047, -4.206701, 3.677830]], "forces_ev_per_a": [[-1.43, -1.86, 0.88], [0.10, 0.03, -1.58], [1.99, -1.13, 1.49], [-0.82, 0.09, -2.15], [0.23, 1.47, 0.92], [-0.27, 0.61, -0.42], [-0.08, -0.27, 0.21], [-0.23, 0.26, -0.21], [0.14, 0.26, 0.95], [0.05, 0.25, -0.26], [-1.32, -1.05, 0.20], [-0.38, -0.12, 0.00], [-0.35, -0.49, -1.25], [0.48, 0.02, 0.44], [0.34, 0.17, 0.26], [1.80, 1.27, 1.73], [0.48, -0.28, 0.07], [-0.53, 0.33, -0.20], [0.12, 0.36, -0.36], [0.26, 0.30, 0.51], [0.00, -0.05, -0.11], [-0.23, 0.44, 0.13], [-0.49, -0.50, -0.28], [-0.40, -0.40, -0.63], [0.24, -0.96, 0.78], [-1.55, 0.18, -0.78], [0.38, -1.53, -0.32], [-0.81, 1.46, -0.67], [0.55, -0.70, 0.42], [0.29, 0.49, -0.06], [2.10, 0.47, -0.39], [-0.21, 0.41, -0.27], [-0.30, -0.05, 0.38], [0.29, 0.08, -0.03], [0.47, 0.04, 0.10], [-0.16, 0.09, 0.29], [0.48, 0.33, 0.36], [-0.30, -0.16, -0.01], [-1.02, -0.17, 0.12], [-1.21, -0.55, -0.58], [1.50, -0.86, -1.48], [0.20, 0.02, 0.40], [-0.42, 0.18, 1.97], [0.25, 0.06, 0.09], [-0.62, -0.26, -1.02], [0.52, -0.03, 1.15], [0.20, 0.33, 0.09], [0.15, -0.58, 0.10], [-0.66, 0.25, 0.14], [-0.39, 0.54, 0.12], [-0.68, 0.11, -0.24], [0.41, 0.77, -0.14], [0.12, -0.16, -0.29], [0.61, 0.23, -0.32], [0.18, 0.34, 0.03], [0.56, -1.29, 0.56], [-0.48, 0.32, -0.84], [-0.73, -1.68, 0.98], [-0.34, 0.68, -0.08], [0.81, 0.49, 0.43], [-1.19, 0.05, -1.09], [-0.07, -0.13, -0.41], [0.18, 0.06, 0.10], [0.19, 0.40, -0.09], [0.16, 0.53, -0.08], [0.04, -0.09, 0.24], [0.16, 0.32, -0.16], [0.37, 0.06, 0.46], [0.22, 0.28, -0.29], [0.42, 0.06, -0.67], [0.71, -0.36, 0.79], [-0.31, 0.22, -0.31], [-0.38, -0.45, 0.13], [-0.51, 0.29, 0.23], [-0.23, -0.02, 0.04], [0.25, -0.03, -0.14], [0.13, 0.21, -0.08]], "largest_force_ha_per_bohr": 0.0544, "gap_ev": [7.261, 7.158], "homo_ev": [-6.808, -6.707], "e_tot_ev": -266328.7962, "molar_mass_da": 787.30, "multiplicity": 3, "relative_energy_ev": 0.000}

{"formula": "C18H40Br2N4O7", "method": "the ωB97M-V functional and the def2-TZVPD basis", "symbols": ["C", "C", "O", "C", "O", "O", "C", "H", "H", "H", "H", "H", "H", "H", "H", "C", "O", "N", "C", "C", "H", "H", "H", "H", "H", "H", "H", "C", "O", "N", "C", "C", "H", "H", "H", "H", "H", "H", "H", "C", "O", "N", "C", "C", "H", "H", "H", "H", "H", "H", "H", "C", "O", "N", "C", "C", "H", "H", "H", "H", "H", "H", "H", "Br", "C", "C", "Br", "H", "H", "H", "H"], "coordinates": [[-3.896533, 0.283221, -2.442708], [-2.963171, -0.731907, -3.090396], [-1.652187, -0.127632, -3.146839], [-0.692233, -0.850529, -3.704987], [-0.821457, -1.919467, -4.222208], [0.435655, -0.178002, -3.585515], [1.570192, -0.680434, -4.306469], [-3.698083, 0.371692, -1.379927], [-4.904401, -0.126320, -2.534351], [-3.821643, 1.278067, -2.872949], [-3.299946, -0.953063, -4.103209], [-2.959321, -1.658499, -2.514598], [1.262623, -1.136577, -5.243169], [2.087538, -1.406473, -3.677821], [2.210824, 0.175401, -4.482988], [-3.650099, -1.396238, 1.435000], [-4.645937, -1.240109, 2.094698], [-2.862040, -0.421724, 0.924776], [-1.725735, -0.751704, 0.075493], [-3.111265, 0.980179, 1.221964], [-3.302841, -2.406917, 1.140385], [-0.839055, -0.586538, 0.683512], [-1.734247, -0.026641, -0.739081], [-1.803731, -1.714651, -0.419246], [-2.272580, 1.462368, 1.741897], [-3.317284, 1.560184, 0.319490], [-3.947017, 1.047176, 1.914781], [-0.000457, 4.202523, 2.197838], [-0.887137, 3.383449, 2.315569], [0.528118, 4.582742, 1.008254], [1.439711, 5.723294, 0.923629], [-0.039563, 4.108898, -0.252471], [0.477164, 4.735031, 3.039140], [2.155773, 5.654399, 1.745935], [0.905402, 6.667706, 1.039755], [1.983658, 5.657029, -0.011470], [-0.671925, 3.249563, -0.046467], [-0.609678, 4.893359, -0.749186], [0.770068, 3.726023, -0.877848], [1.995590, 0.792377, -1.007206], [2.055265, 1.900971, -1.496388], [2.102396, 0.515718, 0.311260], [1.969374, -0.819443, 0.806617], [2.258425, 1.534438, 1.296481], [1.830820, -0.116683, -1.607451], [1.039279, -1.080336, 1.307739], [2.791494, -1.053394, 1.488840], [2.090915, -1.515879, -0.031296], [3.223346, 1.518535, 1.816217], [2.160933, 2.561372, 0.945316], [1.451546, 1.449670, 2.034132], [1.637669, -3.469857, -2.064818], [2.567003, -2.956812, -1.463881], [0.434540, -3.783091, -1.533598], [0.199472, -3.608499, -0.123460], [-0.584250, -4.457586, -2.286429], [1.694785, -3.711609, -3.140498], [-0.674893, -2.966312, 0.012550], [1.072320, -3.152354, 0.326082], [-0.018697, -4.571441, 0.343357], [-1.559589, -4.046702, -2.026877], [-0.458850, -4.252783, -3.349146], [-0.557518, -5.538876, -2.129701], [0.624166, -0.846844, 4.017922], [2.387485, -0.281495, 4.551038], [2.812941, -0.855345, 5.886562], [1.623270, -0.258894, 7.336846], [2.509693, 0.793527, 4.476630], [3.035974, -0.718319, 3.787173], [3.773038, -0.492631, 6.234661], [2.814897, -1.940305, 5.863113]], "forces_ev_per_a": [[0.06, -0.64, 0.15], [-0.33, 0.76, -0.15], [-0.50, -0.09, 0.34], [0.14, 0.48, 0.24], [-0.24, -1.02, -0.45], [0.36, 0.48, -0.18], [-0.01, -0.14, 0.26], [0.03, -0.01, 0.08], [-0.09, 0.30, -0.07], [-0.07, -0.08, -0.29], [0.17, -0.09, -0.02], [0.27, -0.02, -0.06], [-0.03, -0.03, 0.00], [0.06, 0.01, -0.15], [0.03, 0.07, 0.02], [0.26, -0.14, -0.58], [-0.44, 0.13, 0.49], [-0.26, -0.30, -0.19], [-0.54, 1.47, 0.23], [0.23, 0.17, 0.55], [0.06, 0.05, 0.01], [0.44, -0.43, -0.38], [0.36, 0.07, 0.04], [-0.12, -0.08, 0.46], [0.10, -0.26, -0.26], [-0.06, -0.09, -0.01], [-0.17, -0.11, -0.23], [0.19, 0.30, -0.78], [-0.09, -0.20, 0.41], [-0.09, 0.31, -0.23], [-0.18, -0.57, 0.78], [0.39, -0.49, 0.34], [-0.08, -0.16, 0.14], [0.07, 0.07, -0.09], [0.05, 0.10, -0.36], [0.01, 0.19, -0.10], [-0.21, 0.14, 0.09], [-0.01, 0.02, -0.06], [-0.08, 0.28, -0.15], [-0.06, -0.16, 0.11], [0.10, 0.21, -0.15], [-0.18, 0.23, -0.11], [0.65, -1.16, -0.64], [-0.34, 1.18, 1.02], [0.06, 0.04, 0.06], [-0.07, 0.53, 0.05], [-0.01, 0.08, 0.10], [0.03, 0.27, 0.17], [0.01, -0.43, -0.07], [-0.01, -0.29, -0.69], [0.17, -0.19, 0.12], [-0.28, -0.08, -0.16], [-0.04, -0.11, -0.15], [0.63, 0.19, 0.02], [-0.36, -0.11, 0.13], [-0.09, -0.03, -0.66], [-0.02, 0.01, 0.07], [0.37, -0.27, 0.19], [-0.06, -0.16, 0.10], [0.10, -0.04, 0.08], [-0.08, -0.16, 0.12], [0.10, -0.04, 0.02], [-0.18, 0.02, 0.15], [-0.28, 0.15, 0.30], [0.95, -0.50, -0.21], [-0.61, 0.36, 0.36], [0.14, -0.22, -0.21], [-0.43, 0.11, 0.19], [0.03, 0.06, 0.09], [0.21, 0.04, -0.40], [-0.14, -0.01, 0.14]], "largest_force_ha_per_bohr": 0.0310, "gap_ev": 9.634, "homo_ev": -9.152, "e_tot_ev": -179692.8215, "molar_mass_da": 584.35, "multiplicity": 1, "relative_energy_ev": 0.000}